No. 1
{"formula": "C6H13N2", "method": "ωB97M-V with the def2-TZVPD basis set", "species": ["H", "N", "C", "C", "N", "C", "C", "C", "C", "H", "H", "H", "H", "H", "H", "H", "H", "H", "H", "H", "H"], "coordinates": [[2.9561, 0.6126, 1.3721], [2.0406, 0.1941, 1.2363], [1.3996, 0.3759, 0.1519], [1.7633, 0.7526, -1.2872], [0.1583, -0.3489, 0.1481], [0.4376, -1.7685, 0.2735], [-1.0201, 0.1383, 0.1841], [-2.2099, -0.7065, 0.1058], [-1.2292, 1.5782, 0.3246], [1.6395, -0.1201, -1.8718], [2.8365, 1.0435, -1.4134], [1.1253, 1.5936, -1.7255], [-0.5006, -2.3566, 0.5815], [0.8444, -2.0032, -0.6854], [1.2314, -1.7473, 0.9322], [-2.1019, -1.4549, -0.6676], [-3.1337, -0.1264, 0.0109], [-2.2856, -1.2142, 1.0656], [-0.3044, 2.1110, 0.7053], [-2.0535, 1.5271, 1.1384], [-1.5938, 1.9196, -0.5794]], "homo_ev": -14.87, "total_charge": 1, "spin_multiplicity": 1, "smiles": "[H]/N=C(\\C)[N+](C)=C(C)C", "e_tot_ev": -9405.2626, "lumo_ev": -3.74, "largest_force_ev_per_a": 3.90, "e_above_lowest_kcal_mol": 37.0}

No. 2
{"formula": "C6H13N2", "method": "ωB97M-V with the def2-TZVPD basis set", "species": ["C", "C", "C", "C", "C", "C", "N", "N", "H", "H", "H", "H", "H", "H", "H", "H", "H", "H", "H", "H", "H"], "coordinates": [[0.1865, 0.3581, 0.0950], [-1.7932, -1.1217, 1.7182], [-2.5416, -0.4971, 0.5706], [-1.1542, -0.9855, 0.4007], [1.0430, -0.4966, -1.9984], [2.2842, 1.1675, -0.6142], [1.1024, 0.3360, -0.8185], [0.1738, 1.1785, 1.1226], [-1.5091, -0.5169, 2.5637], [-2.0402, -2.1358, 2.0001], [-3.3381, -1.0400, 0.0863], [-2.7201, 0.5669, 0.6036], [-0.8896, -1.8168, -0.2269], [0.0131, -0.6057, -2.3317], [1.6171, -0.0224, -2.7920], [1.4701, -1.4841, -1.8030], [2.7628, 0.8933, 0.3310], [2.9965, 1.0070, -1.4182], [2.0277, 2.2298, -0.5911], [-0.5573, 1.0940, 1.8139], [0.8661, 1.8915, 1.2884]], "homo_ev": -14.46, "total_charge": 1, "spin_multiplicity": 1, "e_tot_ev": -9404.9196, "lumo_ev": -2.91, "largest_force_ev_per_a": 5.01, "e_above_lowest_kcal_mol": 44.9}

No. 3
{"formula": "C6H13N2O", "method": "ωB97M-V with the def2-TZVPD basis set", "species": ["C", "C", "C", "N", "C", "C", "C", "O", "N", "H", "H", "H", "H", "H", "H", "H", "H", "H", "H", "H", "H", "H"], "coordinates": [[1.2142, -0.0553, -2.0454], [-0.0433, 0.4060, -1.2812], [0.3969, 1.2299, -0.0197], [0.1811, 0.3701, 1.1126], [1.2285, -0.2029, 1.8045], [-0.9549, -0.3932, 0.9699], [-2.3967, 0.1278, 1.0700], [-3.1049, 0.1376, 0.0903], [-0.6928, -0.8245, -0.7194], [1.8280, -0.6555, -1.2900], [1.7723, 0.6845, -2.6371], [0.9576, -0.8285, -2.8751], [-0.8526, 0.9627, -1.9143], [1.4197, 1.7003, -0.0878], [-0.1882, 2.1199, -0.0233], [0.7791, -0.5921, 2.7654], [1.6279, -1.0341, 1.4097], [2.0738, 0.4705, 1.9658], [-0.8231, -1.3282, 1.5132], [-2.8160, 0.3651, 2.0237], [-0.0419, -1.5591, -0.5711], [-1.5647, -1.1009, -1.2607]], "homo_ev": -13.60, "total_charge": 1, "spin_multiplicity": 1, "smiles": "C[C@@H]1CN(C)[C@@H](C=O)[NH2+]1", "e_tot_ev": -11451.9356, "lumo_ev": -3.51, "largest_force_ev_per_a": 4.28, "e_above_lowest_kcal_mol": 64.1}

No. 4
{"formula": "C6H13N2OS", "method": "ωB97M-V with the def2-TZVPD basis set", "species": ["C", "C", "C", "C", "C", "C", "N", "N", "O", "S", "H", "H", "H", "H", "H", "H", "H", "H", "H", "H", "H", "H", "H"], "coordinates": [[0.4200, -1.1609, 0.6878], [-0.4038, 0.8577, -2.2634], [-0.8060, -0.1594, -1.1858], [1.3019, 0.5798, -0.7799], [1.6969, -1.4888, 1.2686], [-1.6774, 0.1488, 2.5177], [0.7481, 1.5820, -1.6950], [0.2727, -0.1508, -0.2865], [-0.5821, -1.7825, 0.8701], [-0.7283, 1.1783, 1.3684], [-0.0292, 0.4906, -3.2127], [-1.2638, 1.5681, -2.5664], [-1.7753, -0.0401, -0.7740], [-0.7053, -1.0936, -1.7641], [1.9007, -0.1189, -1.4971], [2.0520, 0.8643, -0.0753], [2.3553, -1.1786, 0.5310], [2.0068, -1.0307, 2.2526], [1.6995, -2.5571, 1.4845], [-1.3230, 0.4218, 3.4162], [-1.4265, -0.8639, 2.4170], [-2.7584, 0.2455, 2.3214], [0.4092, 2.4463, -1.1463]], "homo_ev": [-13.83, -13.83], "total_charge": 1, "spin_multiplicity": 1, "e_tot_ev": -22285.2236, "lumo_ev": [-6.95, -6.95], "largest_force_ev_per_a": 5.83, "e_above_lowest_kcal_mol": 97.5}

No. 5
{"formula": "C6H13N2S4", "method": "ωB97M-V with the def2-TZVPD basis set", "species": ["C", "C", "C", "C", "C", "C", "N", "N", "S", "S", "S", "S", "H", "H", "H", "H", "H", "H", "H", "H", "H", "H", "H", "H", "H"], "coordinates": [[1.3436, -0.4013, -0.6460], [-2.1784, -1.1464, -0.3526], [3.6043, -0.7087, 0.2422], [3.0925, 0.9835, -1.4742], [-3.7428, -0.2351, 1.0673], [-1.4985, 0.6594, 1.2334], [2.6250, -0.0837, -0.6135], [-2.4939, 0.0607, 0.3295], [0.8438, -1.6211, 0.6082], [-0.9860, -2.2038, -0.2795], [-2.8700, 1.3271, -0.9697], [0.2395, 0.2734, -1.6777], [3.8045, -0.0890, 1.1198], [3.2618, -1.6853, 0.5818], [4.5308, -0.8419, -0.3153], [3.0132, 0.6943, -2.5239], [2.4855, 1.8779, -1.3232], [4.1277, 1.2084, -1.2374], [-4.1656, 0.6914, 1.4534], [-4.4619, -0.7099, 0.4003], [-3.5284, -0.9150, 1.8921], [-1.1855, -0.0748, 1.9777], [-0.6327, 0.9870, 0.6471], [-1.9397, 1.5206, 1.7340], [-3.2887, 0.4323, -1.8739]], "homo_ev": -11.90, "total_charge": 1, "spin_multiplicity": 1, "e_tot_ev": -52743.7157, "lumo_ev": -4.71, "largest_force_ev_per_a": 1.31, "e_above_lowest_kcal_mol": 22.4}

No. 6
{"formula": "C6H13N2Si", "method": "ωB97M-V with the def2-TZVPD basis set", "species": ["C", "Si", "C", "N", "C", "C", "C", "N", "C", "H", "H", "H", "H", "H", "H", "H", "H", "H", "H", "H", "H", "H"], "coordinates": [[-0.5289, -1.8345, 2.2531], [0.6098, -2.0530, 0.7583], [0.4558, -0.3610, -0.1395], [0.9010, 0.7999, 0.3358], [0.5249, 1.8657, -0.4273], [0.8457, 3.2702, -0.0879], [-0.2025, 1.3490, -1.4664], [-0.2733, 0.0054, -1.3340], [-0.9869, -0.8781, -2.2047], [-1.4702, -1.3653, 1.9748], [-0.7645, -2.7952, 2.7021], [-0.0773, -1.2223, 3.0301], [2.0245, -2.1392, 1.1007], [0.1745, -3.0818, -0.1792], [1.4558, 0.8725, 1.1770], [1.3161, 3.7669, -0.9354], [-0.0671, 3.8118, 0.1621], [1.5171, 3.3216, 0.7646], [-0.6635, 1.8684, -2.2832], [-0.8037, -1.9083, -1.9169], [-2.0577, -0.6709, -2.1436], [-0.6600, -0.7289, -3.2345]], "homo_ev": -13.22, "total_charge": 1, "spin_multiplicity": 1, "smiles": "C[SiH2]c1[nH+]c(C)cn1C", "e_tot_ev": -17284.9120, "lumo_ev": -3.17, "largest_force_ev_per_a": 4.49, "e_above_lowest_kcal_mol": 0.2}

No. 7
{"formula": "C6H13N3", "method": "ωB97M-V with the def2-TZVPD basis set", "species": ["H", "N", "C", "N", "C", "N", "C", "C", "C", "C", "H", "H", "H", "H", "H", "H", "H", "H", "H", "H", "H", "H"], "coordinates": [[1.5373, -2.5549, 0.9090], [1.8985, -1.6519, 0.5994], [0.8959, -0.9014, 0.3102], [-0.4687, -1.2613, 0.4885], [-0.9665, -1.4772, 1.8392], [0.8572, 0.4084, -0.0383], [2.0854, 1.1083, -0.3714], [-0.6025, 0.6975, -0.5336], [-1.5590, 1.3293, 0.1763], [-0.6293, 0.7954, -2.0442], [-1.1116, -1.4786, -0.2602], [-1.7041, -0.7237, 2.1214], [-1.4268, -2.4609, 1.9471], [-0.1933, -1.3886, 2.6039], [1.8635, 2.1770, -0.4605], [2.8312, 0.9446, 0.4149], [2.5116, 0.7689, -1.3217], [-1.5898, 1.3049, 1.2577], [-2.3430, 1.8802, -0.3299], [-0.1376, -0.0668, -2.5038], [-1.6495, 0.8576, -2.4327], [-0.0988, 1.6933, -2.3711]], "homo_ev": -8.01, "spin_multiplicity": 1, "smiles": "[H]/N=C(\\NC)N(C)C(=C)C", "e_tot_ev": -10900.5314, "lumo_ev": 0.89, "largest_force_ev_per_a": 3.87, "e_above_lowest_kcal_mol": 66.4}

No. 8
{"formula": "C6H13N3", "method": "ωB97M-V with the def2-TZVPD basis set", "species": ["C", "C", "N", "C", "N", "N", "C", "C", "C", "H", "H", "H", "H", "H", "H", "H", "H", "H", "H", "H", "H", "H"], "coordinates": [[1.3003, -0.7514, 1.4196], [0.8515, -1.8323, -0.7899], [-0.6644, 0.1437, 0.0813], [-0.0102, 1.3908, -0.4258], [-1.6428, -0.4225, -0.8001], [-1.2213, 0.2626, 1.3649], [0.7933, -0.5286, -0.0011], [1.1817, 0.7336, -0.6916], [-0.7082, 2.5411, -0.5707], [-1.1699, -0.7016, -1.6544], [-2.2805, 0.3336, -1.0560], [-1.8261, -0.5358, 1.5488], [-1.7569, 1.1284, 1.4127], [2.1581, 1.0913, -0.9601], [0.8060, -1.5956, 1.8983], [2.3679, -0.9564, 1.3646], [0.7489, -1.6610, -1.8596], [1.8198, -2.2980, -0.6214], [0.0803, -2.5254, -0.4559], [1.1510, 0.1393, 2.0227], [-0.2170, 3.4400, -0.8878], [-1.7613, 2.6040, -0.3386]], "homo_ev": -5.93, "spin_multiplicity": 1, "e_tot_ev": -10898.3331, "lumo_ev": 0.84, "largest_force_ev_per_a": 0.90, "e_above_lowest_kcal_mol": 117.1}